Entry from the OMol25 dataset: a cluster of 12 separate species, C36H54O36 in total at a distorted geometry (ωB97M-V/def2-TZVPD).

Atoms and positions in Å:
C (7.120, -0.855, -0.329)
O (6.519, -0.078, -1.288)
C (5.720, -0.592, -2.256)
O (5.756, -1.748, -2.640)
O (4.946, 0.472, -2.604)
C (3.861, 0.341, -3.478)
H (7.257, -0.246, 0.564)
H (8.133, -1.189, -0.555)
H (6.684, -1.790, 0.024)
H (3.254, 1.246, -3.465)
H (3.169, -0.403, -3.081)
H (4.128, 0.209, -4.527)
C (-1.850, -7.442, 2.731)
O (-1.784, -6.304, 3.632)
C (-2.262, -5.154, 3.261)
O (-2.764, -4.918, 2.173)
O (-2.127, -4.319, 4.309)
C (-3.055, -3.162, 4.364)
H (-1.241, -7.346, 1.832)
H (-2.875, -7.589, 2.391)
H (-1.572, -8.356, 3.256)
H (-2.450, -2.258, 4.298)
H (-3.664, -3.199, 5.268)
H (-3.807, -3.123, 3.576)
C (2.615, 7.873, -5.761)
O (1.365, 7.437, -5.253)
C (1.048, 6.203, -5.425)
O (1.775, 5.322, -5.944)
O (-0.265, 6.030, -5.006)
C (-0.944, 4.767, -5.105)
H (2.807, 8.690, -5.066)
H (2.298, 8.068, -6.786)
H (3.503, 7.243, -5.710)
H (-0.774, 4.164, -5.997)
H (-1.988, 5.080, -5.104)
H (-0.809, 4.138, -4.225)
O (6.624, -9.938, -0.495)
C (6.449, -8.752, -0.225)
O (6.917, -7.682, -0.829)
C (6.447, -6.514, -0.266)
C (5.826, -6.954, 1.016)
O (5.776, -8.358, 0.846)
H (7.281, -5.911, 0.093)
H (5.687, -5.891, -0.737)
H (4.898, -6.396, 1.142)
H (6.499, -6.705, 1.836)
O (-7.185, -3.874, -5.085)
C (-6.597, -3.851, -3.969)
O (-6.079, -4.816, -3.361)
C (-5.926, -4.441, -2.019)
C (-5.661, -2.953, -2.006)
O (-6.469, -2.658, -3.223)
H (-6.837, -4.747, -1.504)
H (-5.035, -4.916, -1.608)
H (-4.601, -2.699, -2.028)
H (-6.227, -2.391, -1.263)
O (0.543, 6.644, -0.089)
C (0.734, 7.867, -0.001)
O (-0.211, 8.759, -0.168)
C (0.267, 10.096, -0.148)
C (1.700, 9.804, 0.557)
O (1.924, 8.455, 0.256)
H (0.153, 10.466, -1.167)
H (-0.306, 10.595, 0.634)
H (1.475, 9.942, 1.615)
H (2.461, 10.534, 0.282)
O (-1.709, -1.036, -5.894)
C (-2.228, -1.644, -6.796)
O (-1.552, -2.110, -7.803)
C (-2.322, -2.949, -8.625)
C (-3.672, -2.346, -8.339)
O (-3.501, -1.686, -7.084)
H (-1.960, -2.928, -9.653)
H (-2.393, -3.973, -8.260)
H (-4.429, -3.123, -8.435)
H (-3.914, -1.578, -9.073)
O (-5.679, 2.529, 1.744)
C (-5.511, 3.664, 1.918)
O (-4.629, 4.397, 1.137)
C (-4.268, 5.586, 1.877)
C (-5.456, 5.773, 2.836)
O (-5.876, 4.397, 2.976)
H (-3.271, 5.328, 2.235)
H (-4.237, 6.488, 1.266)
H (-6.194, 6.445, 2.396)
H (-5.035, 6.107, 3.784)
O (1.709, -2.026, 1.392)
C (0.972, -1.144, 1.026)
O (0.377, -0.988, -0.217)
C (-0.141, 0.307, -0.325)
C (-0.345, 0.751, 1.056)
O (0.648, -0.045, 1.780)
H (0.513, 1.047, -0.787)
H (-1.011, 0.563, -0.930)
H (-1.309, 0.667, 1.558)
H (-0.122, 1.812, 1.169)
O (2.238, -2.283, 10.368)
C (2.206, -1.426, 9.463)
O (1.439, -1.411, 8.430)
C (1.472, -0.207, 7.679)
C (2.674, 0.466, 8.308)
O (2.936, -0.335, 9.440)
H (1.564, -0.522, 6.640)
H (0.555, 0.382, 7.666)
H (2.610, 1.553, 8.345)
H (3.571, 0.336, 7.702)
O (0.746, 4.464, 5.205)
C (-0.087, 4.895, 6.023)
O (-0.180, 6.186, 6.486)
C (-1.233, 6.261, 7.401)
C (-1.642, 4.802, 7.591)
O (-1.198, 4.184, 6.366)
H (-0.986, 6.631, 8.396)
H (-2.095, 6.726, 6.924)
H (-2.700, 4.713, 7.836)
H (-1.040, 4.297, 8.347)
O (-0.679, -9.092, -2.616)
C (-0.047, -8.055, -2.872)
O (-0.581, -6.730, -2.988)
C (0.474, -5.833, -3.269)
C (1.696, -6.736, -3.541)
O (1.246, -8.017, -3.122)
H (0.240, -5.294, -4.187)
H (0.661, -4.998, -2.594)
H (2.524, -6.422, -2.905)
H (1.905, -6.742, -4.611)

Properties
* orbital gap: 10.14 eV
* energy relative to the best compared isomer or geometry (same formula, charge and spin): 169.5 kcal per mole
* E_LUMO: -0.0097 Ha
* SMILES string: COC(=O)OC.COC(=O)OC.COC(=O)OC.O=C1OCCO1.O=C1OCCO1.O=C1OCCO1.O=C1OCCO1.O=C1OCCO1.O=C1OCCO1.O=C1OCCO1.O=C1OCCO1.O=C1OCCO1
* HOMO energy: -10.406 eV
* net charge: 0

Entry from the OMol25 dataset: a structure of composition C53H52As2CaClNO5S at a distorted geometry (ωB97M-V/def2-TZVPD).

Atoms and positions in Å:
Ca (0.910, -0.131, 1.669)
O (4.396, -1.178, 4.199)
C (4.114, -0.069, 3.506)
O (3.277, 0.728, 3.836)
C (5.042, 0.101, 2.308)
O (4.359, -0.059, 1.092)
C (4.154, -1.424, 0.763)
C (3.246, -2.164, 1.800)
O (3.560, -3.305, 2.115)
O (2.294, -1.478, 2.246)
H (3.677, -1.384, 4.816)
H (5.865, -0.622, 2.388)
H (5.429, 1.123, 2.300)
H (5.122, -1.943, 0.694)
H (3.661, -1.441, -0.213)
S (0.029, 1.071, 3.839)
C (0.250, 2.780, 3.651)
C (-0.472, 3.591, 4.542)
C (-0.407, 4.965, 4.496)
C (0.400, 5.582, 3.553)
C (1.126, 4.797, 2.673)
C (1.077, 3.409, 2.694)
As (2.131, 2.401, 1.379)
C (3.537, 3.812, 1.107)
C (4.663, 3.872, 1.922)
C (5.639, 4.837, 1.723)
C (5.509, 5.757, 0.696)
C (4.395, 5.708, -0.126)
C (3.422, 4.749, 0.082)
C (1.112, 2.806, -0.214)
C (1.725, 2.373, -1.507)
C (0.931, 2.853, -2.665)
C (-0.378, 3.191, -2.549)
C (-1.011, 3.284, -1.298)
C (-0.228, 3.120, -0.161)
H (-1.102, 3.094, 5.269)
H (-0.993, 5.560, 5.189)
H (0.459, 6.662, 3.495)
H (1.747, 5.284, 1.929)
H (4.759, 3.162, 2.738)
H (6.508, 4.878, 2.370)
H (6.268, 6.514, 0.540)
H (4.285, 6.426, -0.930)
H (2.527, 4.731, -0.533)
H (2.781, 2.699, -1.586)
H (1.412, 2.825, -3.637)
H (-0.934, 3.461, -3.441)
H (-2.044, 3.595, -1.223)
H (-0.661, 3.350, 0.812)
Cl (4.898, 0.568, -2.075)
C (3.636, 0.177, -3.212)
C (4.000, -0.209, -4.485)
C (3.018, -0.517, -5.420)
C (1.680, -0.431, -5.058)
C (1.330, -0.046, -3.784)
C (2.297, 0.242, -2.804)
C (1.867, 0.746, -1.502)
H (5.046, -0.267, -4.745)
H (3.301, -0.823, -6.417)
H (0.909, -0.671, -5.777)
H (0.290, 0.044, -3.495)
H (0.872, 0.359, -1.249)
H (2.590, 0.538, -0.708)
C (-7.324, 1.478, 0.418)
C (-5.972, 0.902, 0.098)
C (-5.750, 0.145, -1.037)
C (-4.498, -0.386, -1.326)
C (-4.363, -1.156, -2.610)
C (-3.425, -0.198, -0.448)
As (-1.618, -0.982, -0.927)
N (-0.784, -1.241, 0.676)
C (-0.356, -2.491, 0.999)
C (-0.394, -2.910, 2.347)
C (0.006, -4.171, 2.718)
C (0.446, -5.087, 1.772)
C (0.529, -4.690, 0.448)
C (0.144, -3.424, 0.070)
C (-2.326, -2.846, -1.251)
C (-1.970, -3.533, -2.417)
C (-1.138, -2.913, -3.505)
C (-2.371, -4.850, -2.614)
C (-3.136, -5.519, -1.677)
C (-3.554, -6.949, -1.884)
C (-3.506, -4.829, -0.534)
C (-3.115, -3.516, -0.310)
C (-3.591, -2.856, 0.948)
C (-3.633, 0.626, 0.665)
C (-2.515, 0.989, 1.584)
C (-4.891, 1.147, 0.930)
H (-8.054, 1.206, -0.343)
H (-7.268, 2.567, 0.473)
H (-7.675, 1.113, 1.385)
H (-6.568, -0.032, -1.728)
H (-5.095, -0.806, -3.338)
H (-4.533, -2.221, -2.442)
H (-3.362, -1.029, -3.022)
H (-0.752, -2.206, 3.095)
H (-0.037, -4.460, 3.763)
H (0.753, -6.081, 2.068)
H (0.908, -5.377, -0.303)
H (0.259, -3.100, -0.963)
H (-1.044, -1.838, -3.354)
H (-1.589, -3.100, -4.481)
H (-0.136, -3.344, -3.511)
H (-2.064, -5.363, -3.518)
H (-3.222, -7.311, -2.857)
H (-4.640, -7.044, -1.830)
H (-3.122, -7.587, -1.112)
H (-4.110, -5.334, 0.211)
H (-3.793, -3.603, 1.716)
H (-4.511, -2.300, 0.758)
H (-2.844, -2.164, 1.325)
H (-1.614, 1.184, 1.003)
H (-2.296, 0.179, 2.281)
H (-2.760, 1.877, 2.167)
H (-5.029, 1.771, 1.804)

Properties
* orbital gap: 4.52 eV
* energy relative to the best compared isomer or geometry (same formula, charge and spin): 59.2 kcal per mole
* E_LUMO: 0.1486 Ha
* HOMO energy: -0.477 eV
* net charge: -2

- The lowest net charge belongs to which entry?
  C53H52As2CaClNO5S